# C25H24BF4MoN5O5S

A molecular structure, C25H24BF4MoN5O5S (ωB97M-V with the def2-TZVPD basis set, OMol25).

Calculated values
Kohn-Sham gap (spin up / spin down)   3.42 / 3.42 eV
LUMO energy (spin up / spin down)   -0.335 / -0.335 Ha

```
! RIJCOSX wB97M-V def2-TZVPD def2/J DEFGRID3
* xyz 2 1
H -3.1486 0.9128 0.9500
H 1.4961 1.9883 -4.2562
C -3.5572 -0.5750 5.8102
C -2.4612 0.2642 5.6490
C 5.1570 7.5500 -5.8831
C 2.8321 3.3948 -1.4671
O -0.0666 -0.1625 2.2604
O -1.2835 2.8481 -1.0373
H -3.4385 2.6126 0.4530
F 3.0729 -1.1855 4.1356
H -1.1028 -4.3903 0.8928
H -1.0076 -4.7197 -0.8527
F 4.2622 -1.6527 2.2337
C 3.5662 5.3295 -5.6011
N 3.8982 5.1901 -3.3549
F 2.1901 0.5826 1.5146
C -1.0810 -1.0037 2.4264
C 0.8751 -3.0206 -1.1590
N 2.8691 4.2571 -5.1017
H 3.4468 4.2166 -1.1292
C -1.6443 0.1322 4.5412
H -2.1814 -3.5472 -0.1932
C -2.7556 1.9280 0.9497
H 4.0340 -2.3809 -1.2779
C 1.7557 2.1697 -3.2227
H -2.5354 2.2529 1.9650
C 2.3198 2.4941 -0.5698
C 5.0225 7.0327 -4.6227
N -1.2234 -1.9178 1.5124
C 1.2818 1.3059 -2.2693
H -3.2460 -2.4563 3.0134
H 5.7740 8.4229 -6.0451
H -4.1910 -0.4682 6.6806
O 1.8803 -1.0587 -0.5075
O -0.1046 2.0428 1.0079
F 2.0672 -2.2248 2.3720
H -0.7843 0.7766 4.4170
H 3.2108 5.4208 -7.7427
C -1.9333 -0.8502 3.5902
C 4.5044 6.9684 -6.9960
B 3.1564 -1.6980 2.9372
C -1.1730 -3.9516 -0.1036
H 3.3479 -1.5372 -2.6626
H 4.6443 7.4168 -7.9705
H 2.2742 3.6477 -5.6361
C 3.1918 -2.3693 -1.9735
H 5.5170 7.4665 -3.7646
N -0.2586 -1.7824 0.5693
S -1.2396 1.9396 0.0456
H -4.6973 -2.2049 4.9985
C 2.5510 3.2518 -2.8309
H 0.9008 -3.9215 -1.7523
C -3.0356 -1.6957 3.7534
N 1.5514 1.4563 -0.9619
C 3.7009 5.8542 -6.8815
H 0.6458 0.4741 -2.5456
C -3.8445 -1.5538 4.8640
O -0.9917 0.4612 -0.4086
C -0.1649 -2.8631 -0.2486
H 2.5099 2.5889 0.4883
C 4.2060 5.8961 -4.4758
H 3.1637 -3.3032 -2.5271
C 3.0972 4.2249 -3.7526
C 1.9425 -2.1518 -1.2061
H -2.2410 1.0181 6.3922
Mo 0.7318 0.0316 0.5359
*
```

Here are the Mulliken charges for atoms 1 to 4, given in e:
1. H 0.32
2. H 0.34
3. C -0.40
4. C -0.85